Entry 1:
The following is a quantum chemistry calculation of a 2-piece molecular cluster, C6H12O2 overall in a non-equilibrium geometry, from the OMol25 dataset.

XYZ file:
```
20
Properties=species:S:1:pos:R:3
O -3.3200 0.3300 -1.8668
C -2.4398 -0.1978 -1.2387
C -0.9941 0.2393 -1.3352
C -0.2718 0.1961 0.0002
C 1.1589 -0.2850 -0.0380
C 1.5211 -1.5302 0.2180
C 2.9786 -1.9243 0.3154
H -2.6573 -1.0772 -0.6023
H -0.5736 -0.2684 -2.2049
H -1.0508 1.2503 -1.7284
H -0.2996 1.1416 0.4897
H -0.8280 -0.4667 0.6656
H 1.8697 0.4635 -0.3670
H 0.8098 -2.3230 0.4210
H 3.1221 -2.5381 1.2016
H 3.6162 -1.0507 0.4595
H 3.3506 -2.4475 -0.5660
H -1.5637 3.4017 2.7265
H -2.5881 3.2904 1.5488
O -1.8402 3.7961 1.9009
```

Calculated values
Multiplicity: 1
E_HOMO in eV: -9.42
SMILES string: C/C=C/CCC=O.O
DFT total energy in eV: -10510.30657
Maximum force in Eh/bohr: 0.0299
ΔE to the lowest compared entry with this formula, charge and spin in eV: 2.000
Frontier orbital gap in eV: 10.1
LUMO energy in eV: 0.71

=====

Entry 2:
The following is a quantum chemistry calculation of C33H37EuN10O4S2Si as an isolated structure, from the OMol25 dataset.

XYZ file:
```
88
Properties=species:S:1:pos:R:3
Eu 0.0748 1.9534 -0.6835
O 2.2519 2.2207 -1.2817
N 2.6586 2.6992 -2.4515
C 3.7299 2.1222 -3.0299
C 4.1971 2.5541 -4.2370
C 3.5395 3.6147 -4.8640
C 2.4498 4.1878 -4.2594
C 1.9706 3.7235 -3.0227
S 0.5864 4.3371 -2.2245
H 4.1571 1.3089 -2.4627
H 5.0555 2.0698 -4.6790
H 3.8798 3.9771 -5.8257
H 1.9045 4.9977 -4.7208
C -4.7785 -1.2426 1.3011
N -3.7753 -0.1908 1.1247
C -2.8298 -0.0719 0.1898
N -2.0851 0.9861 0.4418
C -2.6284 1.4852 1.5844
N -3.6534 0.8025 2.0379
C -4.1492 -2.5104 1.8206
C -3.9400 -2.7125 3.1801
C -3.2278 -3.8202 3.6200
C -2.6876 -4.7158 2.7073
C -2.9040 -4.5204 1.3496
C -3.6538 -3.4328 0.9149
C -2.2267 -5.2936 0.3007
N -2.6863 -5.6697 -0.8392
N -1.5763 -6.0259 -1.6088
C -0.5462 -5.8303 -0.8656
O -0.8782 -5.4020 0.3796
C 0.8623 -5.6775 -1.2617
C 1.9266 -6.3419 -0.6635
C 3.2238 -5.9652 -0.9787
C 3.4593 -4.8886 -1.8278
C 2.3970 -4.2145 -2.4117
C 2.5715 -2.9079 -3.1525
N 2.1389 -1.8061 -2.2980
C 0.9250 -1.2882 -2.1529
N 0.9047 -0.4615 -1.1245
C 2.1901 -0.5223 -0.6623
N 2.9703 -1.3328 -1.3311
C 1.1050 -4.6448 -2.1552
H -5.2623 -1.4188 0.3420
H -5.5100 -0.8390 1.9950
H -2.7191 -0.7354 -0.6536
H -2.2486 2.3621 2.0815
H -4.3135 -1.9880 3.8948
H -3.0683 -3.9705 4.6799
H -2.0924 -5.5545 3.0463
H -3.7990 -3.2951 -0.1510
H 1.7415 -7.1361 0.0487
H 4.0589 -6.4833 -0.5254
H 4.4741 -4.5532 -2.0082
H 1.9691 -2.8756 -4.0593
H 3.6111 -2.7246 -3.4105
H 0.0965 -1.5014 -2.8097
H 2.5292 0.0461 0.1873
H 0.2579 -4.1279 -2.5934
C -1.5755 5.7268 1.6174
C -2.1895 6.1035 0.2659
C -2.2490 4.7654 -0.4682
O -1.2730 3.9179 0.1821
C -0.5744 4.6728 1.1977
H -2.3325 5.2917 2.2749
H -1.1057 6.5648 2.1314
H -1.5319 6.7937 -0.2634
H -3.1742 6.5597 0.3507
H -2.0031 4.8422 -1.5251
H -3.2189 4.2771 -0.3653
H 0.3200 5.1249 0.7608
H -0.2759 3.9751 1.9734
C -0.1592 1.1012 4.0840
Si 1.2247 1.5504 2.8976
C 2.5132 0.1945 3.0023
C 2.0022 3.1311 3.5543
O 0.6832 1.7385 1.3877
H 0.2536 0.8403 5.0640
H -0.7471 0.2487 3.7278
H -0.8468 1.9416 4.2309
H 2.8075 0.0171 4.0405
H 3.4151 0.4667 2.4426
H 2.1344 -0.7479 2.5928
H 2.7463 2.9095 4.3254
H 1.2537 3.7926 4.0026
H 2.5053 3.6843 2.7549
S -1.7673 1.4986 -2.8134
C -0.2595 1.2496 -3.4708
N 0.7957 1.0131 -3.8966
```

Calculated values
Multiplicity: 7
E_HOMO (alpha / beta) in eV: -7.50 / -7.51
DFT total energy in eV: -106793.73559
Maximum force in Eh/bohr: 0.0126
ΔE to the lowest compared entry with this formula, charge and spin in eV: 0.000
Frontier orbital gap (alpha / beta) in eV: 7.6 / 7.8
LUMO energy (alpha / beta) in eV: 0.12 / 0.28

=====

Entry 3:
The following is a quantum chemistry calculation of a 2-piece molecular cluster, C4H10S overall, from the OMol25 dataset.

XYZ file:
```
15
Properties=species:S:1:pos:R:3
C -0.9265 0.3817 -2.5408
S -1.5812 2.0587 -2.3036
H -1.5283 -0.1671 -3.2502
H -0.8797 -0.0962 -1.5711
H 0.0994 0.4595 -2.8979
H -1.9491 2.2416 -3.5551
C -0.0095 0.0291 2.3911
C 0.7979 -0.4640 1.2447
C 1.7814 -1.3495 1.3369
H 0.0467 1.1138 2.5112
H 0.2952 -0.4338 3.3389
H -1.0760 -0.1913 2.2963
H 0.5723 -0.0907 0.2421
H 2.3432 -1.6736 0.4734
H 2.0141 -1.8183 2.2840
```

Calculated values
Multiplicity: 1
E_HOMO in eV: -9.08
SMILES string: C=CC.CS
DFT total energy in eV: -15144.40649
Maximum force in Eh/bohr: 0.0160
ΔE to the lowest compared entry with this formula, charge and spin in eV: 0.961
Frontier orbital gap in eV: 10.0
LUMO energy in eV: 0.93

=====

Entry 4:
The following is a quantum chemistry calculation of one molecule with the formula C5H7N, from the OMol25 dataset.

XYZ file:
```
13
Properties=species:S:1:pos:R:3
C -1.0228 2.3515 1.1474
C -0.9202 1.4800 0.3234
C -0.7292 0.4330 -0.6885
N -0.3875 -0.8516 -0.0814
C 0.8548 -0.8936 0.6652
C 0.7472 -1.5522 -0.6583
H -1.1234 3.1196 1.8823
H -1.6515 0.3019 -1.2663
H 0.0454 0.7769 -1.3960
H 0.8239 -1.4801 1.5806
H 1.4465 0.0192 0.7240
H 0.6482 -2.6312 -0.7437
H 1.2686 -1.0737 -1.4886
```

Calculated values
Multiplicity: 1
E_HOMO in eV: -9.32
SMILES string: C#CCN1CC1
DFT total energy in eV: -6785.21198
Maximum force in Eh/bohr: 0.0096
ΔE to the lowest compared entry with this formula, charge and spin in eV: 3.301
Frontier orbital gap in eV: 10.5
LUMO energy in eV: 1.15